The molecule C26H29N5O7 at a distorted geometry, computed with ωB97M-V with the def2-TZVPD basis set.

Results
2S+1   1
Strongest force on any atom   1.07 eV/A
HOMO-LUMO gap   7.50 eV
SMILES string   CCOC(=O)N1CCN(C(=O)CNC(=O)c2nn(-c3ccc(OC)c(OC)c3)c(=O)c3ccccc23)CC1

Element x y z (Å)
C (0.01665, 2.82185, -2.23763)
C (0.49029, 1.38550, -2.12283)
O (1.82878, 1.39988, -1.62228)
C (2.45943, 0.21487, -1.61002)
O (1.96479, -0.82106, -1.98851)
N (3.74809, 0.31914, -1.17743)
C (4.25643, 1.48329, -0.48252)
C (4.63901, 1.06745, 0.95964)
N (3.86858, -0.10165, 1.31968)
C (2.58865, -0.07263, 1.76098)
O (1.89723, -1.07294, 1.81421)
C (2.02653, 1.25560, 2.26780)
N (0.60042, 1.23691, 2.06559)
C (-0.00583, 2.20558, 1.34808)
O (0.53078, 3.26963, 1.08491)
C (-1.38334, 1.84021, 0.90459)
N (-1.60193, 0.56424, 0.83116)
N (-2.73687, 0.06331, 0.37000)
C (-2.76785, -1.35574, 0.31779)
C (-3.93728, -2.06867, 0.52564)
C (-3.89177, -3.44627, 0.46546)
C (-2.71391, -4.14566, 0.21755)
O (-2.86996, -5.49702, 0.19376)
C (-1.79321, -6.36361, -0.08596)
C (-1.52037, -3.41558, 0.03011)
O (-0.36360, -4.10135, -0.19455)
C (0.84815, -3.38025, -0.29128)
C (-1.57411, -2.03049, 0.07958)
C (-3.79114, 0.84073, -0.11735)
O (-4.78310, 0.34049, -0.60835)
C (-3.57732, 2.28493, -0.00012)
C (-4.59261, 3.15082, -0.41191)
C (-4.41815, 4.51231, -0.31717)
C (-3.22684, 5.02992, 0.19016)
C (-2.21356, 4.19353, 0.59862)
C (-2.37089, 2.80546, 0.50380)
C (4.31059, -1.27711, 0.58816)
C (4.48095, -0.89757, -0.90342)
H (0.60448, 3.35310, -2.98126)
H (-1.02936, 2.83925, -2.53051)
H (0.12926, 3.32540, -1.28100)
H (-0.13696, 0.81388, -1.42951)
H (0.47870, 0.87407, -3.09141)
H (5.13347, 1.86992, -1.01281)
H (3.48110, 2.24851, -0.48243)
H (4.48135, 1.88033, 1.66533)
H (5.69327, 0.78101, 1.00722)
H (2.40737, 2.12968, 1.73731)
H (2.26468, 1.34652, 3.33577)
H (0.15756, 0.32518, 2.10512)
H (-4.86808, -1.56642, 0.72208)
H (-4.78641, -4.02846, 0.61672)
H (-1.01155, -6.29662, 0.67327)
H (-1.35961, -6.16628, -1.06809)
H (-2.22704, -7.36376, -0.07392)
H (0.86584, -2.72052, -1.16259)
H (1.61935, -4.14172, -0.40349)
H (1.03738, -2.79735, 0.61359)
H (-0.67682, -1.45342, -0.06829)
H (-5.50353, 2.71864, -0.79731)
H (-5.20363, 5.18227, -0.63329)
H (-3.09919, 6.09983, 0.26377)
H (-1.28920, 4.59115, 0.98465)
H (3.54502, -2.04373, 0.71001)
H (5.25294, -1.63562, 1.01134)
H (5.53135, -0.72041, -1.14834)
H (4.08653, -1.68250, -1.54787)